No. 1
41
Properties=species:S:1:pos:R:3:forces:R:3 method="wB97M-V/def2-TZVPD" molar_mass_g_mol=511.7 max_force_ev_per_a=0.44 lumo_ev=-0.118 spin_multiplicity=1 e_tot_ha=-5788.07035 orbital_gap_ev=9.05 e_homo_ha=-0.337 total_charge=0
N -1.2718 -3.1414 -2.7987 -0.193 -0.058 0.010
C -1.1967 -2.3881 -1.5444 0.062 0.029 -0.022
C -0.8359 -0.9426 -1.8805 -0.125 0.006 -0.030
C -0.5986 0.0224 -0.7030 -0.101 0.083 -0.186
P -1.1424 1.8057 -1.2893 -0.023 -0.059 -0.169
P -3.3084 1.6261 -1.7463 0.209 -0.145 -0.079
O -3.9834 2.8713 -1.4181 -0.103 0.162 -0.040
O -3.9336 0.3070 -1.0576 0.015 -0.189 -0.128
O -3.3879 1.3149 -3.3339 -0.207 -0.087 0.027
O -1.4384 -0.4827 0.3548 0.321 -0.117 0.284
S -2.1892 0.3681 1.4957 -0.288 -0.043 -0.180
O -2.5907 1.6235 0.9046 0.127 0.141 0.229
O -0.9739 0.6821 2.5124 0.155 -0.017 0.168
C 0.3211 1.1133 2.2029 0.067 0.093 -0.061
Br 0.3625 2.9790 1.6175 -0.004 0.010 0.078
C 1.1883 0.1517 1.3489 -0.055 -0.008 -0.091
Cl 0.8616 -1.4598 2.1465 0.059 -0.004 -0.102
C 2.6587 0.5224 1.6245 0.039 -0.067 0.007
C 3.2018 0.1986 3.0214 -0.015 0.014 -0.064
N 4.2665 1.1488 3.3378 -0.065 0.086 0.033
C 0.9344 0.0237 -0.2229 -0.033 -0.006 0.134
S 1.9076 -1.4093 -0.8567 0.004 0.126 0.036
S 1.7528 1.4116 -1.1381 -0.007 -0.040 0.028
H -1.9355 -2.7085 -3.4347 0.073 0.004 0.022
H -1.6302 -4.0735 -2.6197 0.101 0.021 -0.033
H -2.1315 -2.3882 -0.9723 0.049 -0.043 -0.009
H -0.4374 -2.8669 -0.9265 -0.128 0.064 0.027
H -1.6751 -0.5589 -2.4613 -0.036 0.057 -0.041
H 0.0275 -0.9045 -2.5456 -0.055 -0.031 0.033
H -0.7991 1.5188 -2.6312 0.053 -0.016 -0.017
H -4.2065 -0.4048 -1.6462 -0.049 0.113 0.014
H -3.4151 0.3937 -3.6130 0.137 0.086 0.008
H 0.8078 1.1713 3.1699 -0.047 -0.066 0.004
H 3.2807 0.0223 0.8861 0.024 0.018 0.012
H 2.7643 1.5940 1.4443 -0.062 -0.048 0.015
H 2.3969 0.1796 3.7679 0.054 0.010 -0.025
H 3.6404 -0.8011 3.0077 -0.107 0.006 0.075
H 3.9157 2.1000 3.2818 0.026 -0.053 0.028
H 4.5920 1.0128 4.2877 0.056 -0.026 -0.065
H 1.3176 -2.3781 -0.1512 0.064 -0.020 0.071
H 2.8833 0.7456 -1.4214 0.007 0.015 -0.003

=====

No. 2
11
Properties=species:S:1:pos:R:3:forces:R:3 method="wB97M-V/def2-TZVPD" molar_mass_g_mol=149.2 max_force_ev_per_a=4.85 lumo_ev=-0.446 spin_multiplicity=1 e_tot_ha=-1117.66856 orbital_gap_ev=8.63 relative_energy_kj_mol=151.0 e_homo_ha=-0.333 total_charge=0
S 2.6821 -1.5920 -0.1163 -1.514 1.241 0.134
C 1.3964 -0.5568 0.0110 3.393 -0.349 0.754
C 1.4458 0.9771 0.1614 -1.556 -1.689 -4.270
O 0.0313 1.2620 -0.2837 1.654 -0.255 1.409
C -0.6803 0.1230 -0.0493 -0.856 1.732 -0.649
N -1.9245 0.1603 -0.0701 -1.187 -1.243 0.046
S -2.8691 -1.3287 -0.0299 2.021 0.331 0.187
O 0.1428 -0.9415 0.0624 -0.715 -1.206 -0.026
H 1.6863 1.3179 1.1195 0.128 0.604 1.460
H 2.1211 1.3335 -0.6573 -0.580 0.103 1.048
H -4.0319 -0.7548 -0.1476 -0.788 0.731 -0.092

=====

No. 3
7
Properties=species:S:1:pos:R:3:forces:R:3 method="wB97M-V/def2-TZVPD" molar_mass_g_mol=61.0 max_force_ev_per_a=7.97 lumo_ev="0.030 / 0.031" spin_multiplicity=1 e_tot_ha=-241.13011 orbital_gap_ev="8.98 / 8.98" relative_energy_kj_mol=376.8 e_homo_ha="-0.329 / -0.329" total_charge=0
H 0.3429 -2.1573 -0.3188 0.046 1.592 0.900
N 0.8378 -1.2627 -0.0083 -4.107 2.698 0.006
N -0.3156 -0.1912 0.0802 4.719 -6.266 -1.430
N 0.1711 1.0223 -0.0974 0.210 2.371 0.987
O -1.5141 -0.3653 0.0525 0.582 0.361 0.179
H 1.1349 1.3532 0.2515 -2.206 -1.521 -0.670
H -0.6572 1.6010 0.0404 0.756 0.765 0.028